# 1
{"formula": "C3H7O3", "method": "ωB97M-V/def2-TZVPD", "orbital_gap_ha": 0.3009, "energy_ha": -344.2033, "multiplicity": 1, "total_charge": -1, "relative_energy_ev": 2.909, "species": ["H", "O", "O", "H", "C", "H", "C", "H", "H", "C", "H", "H", "O"], "positions_angstrom": [[-0.7908, -1.9485, 0.7267], [-2.8488, 0.3993, 1.2544], [1.0685, 1.4939, -1.7161], [1.1338, 0.2263, 0.0617], [1.6282, 0.3420, -1.0162], [0.2408, -0.7943, 0.9011], [-0.7947, -1.0438, 1.1750], [2.6335, 0.4845, -0.7849], [0.2839, 1.9853, -1.4929], [-1.8501, 0.1527, 0.6272], [1.3445, -0.4379, -1.6614], [-0.5976, -1.5135, 2.3084], [-1.4512, 0.6540, -0.3829]], "forces_ev_per_angstrom": [[-1.18, -3.04, -2.32], [-2.11, -0.03, 1.95], [2.43, 0.14, -0.99], [0.88, 0.20, -2.70], [-4.52, 2.27, 2.67], [-0.46, 0.51, 0.35], [1.51, 1.57, 3.67], [1.95, 0.29, -0.42], [-0.61, -1.05, 1.34], [1.28, -2.53, 2.24], [0.25, -1.61, -0.28], [-1.20, 1.91, -2.08], [1.80, 1.36, -3.43]], "lowdin_charge": [-0.03, -0.05, -0.17, 0.08, -0.13, -0.02, -0.06, 0.04, 0.05, -0.82, 0.06, 0.09, -0.04]}

# 2
{"formula": "C3H7O3", "method": "ωB97M-V/def2-TZVPD", "orbital_gap_ha": 0.3308, "energy_ha": -344.2409, "multiplicity": 1, "total_charge": -1, "relative_energy_ev": 1.885, "species": ["O", "H", "H", "O", "C", "O", "H", "H", "C", "H", "C", "H", "H"], "positions_angstrom": [[0.7654, -2.0777, -1.0586], [-0.7723, -3.0596, -1.7350], [1.4759, 2.2844, 1.4503], [-1.3846, 0.9349, 0.5127], [-0.4844, -2.0727, -1.5521], [0.6557, -0.0249, 0.5795], [-0.0890, 2.9919, 1.0236], [-0.9285, -1.5737, -0.6909], [0.4005, 2.2026, 1.4087], [0.7849, -1.0936, -0.4987], [-0.1421, 0.9771, 0.6293], [0.2432, 2.0917, 2.4683], [-0.5247, -1.5805, -2.5370]], "forces_ev_per_angstrom": [[3.95, 2.58, 1.76], [-1.10, -1.84, -0.03], [0.53, 0.20, -0.94], [0.77, 0.45, -1.01], [-0.43, 1.40, 0.18], [0.10, 0.67, -1.20], [-1.39, 3.21, -0.93], [-2.32, 0.11, -0.91], [1.71, -2.73, 0.40], [0.35, -2.78, -0.82], [-0.57, -1.54, 2.98], [-1.03, -0.26, 0.41], [-0.56, 0.53, 0.11]], "lowdin_charge": [-0.23, 0.04, 0.05, -0.06, -0.28, -0.09, 0.01, 0.07, -0.04, 0.09, -0.68, 0.06, 0.07]}

# 3
{"formula": "C3H7OS", "method": "ωB97M-V/def2-TZVPD", "orbital_gap_ha": 0.2352, "energy_ha": -591.9388, "multiplicity": 1, "total_charge": -1, "relative_energy_ev": 0.802, "species": ["C", "C", "H", "H", "O", "C", "H", "H", "H", "H", "S", "H"], "positions_angstrom": [[0.1941, -1.8625, -0.5116], [-0.9184, 1.1892, 0.8271], [-1.0274, 0.0997, 1.0886], [-0.3983, -2.1009, 0.4009], [-1.6591, 2.0093, 1.3759], [0.2467, 1.4727, -0.0211], [-0.2748, -1.0705, -1.0883], [0.3078, 2.5071, -0.3484], [0.2023, 0.8669, -0.9465], [0.2438, -2.7400, -1.1529], [1.9283, -1.4587, -0.0527], [1.1549, 1.0878, 0.4289]], "forces_ev_per_angstrom": [[0.57, -0.45, 0.60], [-0.76, 0.16, 1.82], [-0.12, 0.57, -0.31], [0.12, 0.15, -0.68], [0.90, -0.95, -1.08], [-0.25, 0.24, -1.54], [-0.28, 0.13, 0.02], [0.04, 0.26, 0.37], [-0.09, 0.10, 0.47], [-0.34, -0.17, 0.00], [-0.02, 0.03, 0.06], [0.21, -0.08, 0.28]], "lowdin_charge": [-0.73, -0.31, 0.11, -0.01, -0.03, -0.12, -0.04, 0.07, 0.06, -0.03, 0.01, 0.01]}

# 4
{"formula": "C3H7OS", "method": "ωB97M-V/def2-TZVPD", "orbital_gap_ha": 0.2019, "energy_ha": -591.7558, "multiplicity": 1, "total_charge": -1, "relative_energy_ev": 5.782, "species": ["C", "H", "H", "H", "H", "H", "C", "C", "H", "H", "S", "O"], "positions_angstrom": [[-0.9786, 1.1545, 0.1098], [-3.4851, -1.2682, 0.3393], [1.2002, 1.4246, -0.1438], [-0.5589, -1.0565, 0.5318], [-1.3869, 1.4491, -0.8574], [4.2983, -0.8823, -0.4709], [0.3822, 0.8351, 0.2589], [0.2330, -0.4916, 0.0233], [1.2082, -0.9699, -0.2107], [-1.7538, 0.8104, 0.8011], [3.3969, 0.0411, -0.8154], [-2.5554, -1.0464, 0.4341]], "forces_ev_per_angstrom": [[-0.69, -1.12, -0.26], [-0.08, -0.03, 0.05], [0.22, -0.28, 0.05], [-0.42, 0.02, -0.76], [0.22, 1.08, 0.26], [0.08, -0.09, 0.06], [-0.73, 0.55, -1.48], [1.28, -0.42, 3.40], [-0.31, 0.15, -1.10], [0.08, -0.40, -0.12], [-0.01, 0.08, -0.05], [0.36, 0.47, -0.05]], "lowdin_charge": [0.14, -0.15, 0.04, 0.05, 0.10, -0.45, -0.19, 0.03, 0.00, 0.05, -0.13, -0.50]}

# 5
{"formula": "C3H7OS", "method": "ωB97M-V/def2-TZVPD", "orbital_gap_ha": 0.2432, "energy_ha": -591.9195, "multiplicity": 1, "total_charge": -1, "relative_energy_ev": 1.327, "species": ["O", "C", "S", "H", "C", "H", "C", "H", "H", "H", "H", "H"], "positions_angstrom": [[-0.1550, -0.3364, 1.5113], [1.3920, 1.4353, -0.7186], [2.3298, -0.0983, -0.2201], [-2.4289, -1.2524, -0.7463], [-1.4667, -1.2786, -0.2501], [0.5794, 1.5825, -0.0169], [-1.3348, -0.6335, 0.9114], [2.1301, 2.2359, -0.6740], [-2.0668, -0.4347, 1.6956], [0.5774, -0.6017, 0.8733], [1.1384, 1.3212, -1.7559], [-0.6950, -1.9392, -0.6096]], "forces_ev_per_angstrom": [[-0.49, -1.02, -0.55], [1.61, -0.82, 0.44], [-0.25, 0.00, -0.10], [-0.10, -0.48, 0.19], [-0.95, -0.09, 0.28], [-0.31, 0.26, -0.28], [1.30, -0.13, 1.53], [-0.28, 0.35, 0.19], [-0.86, 0.64, -1.03], [0.64, 0.57, 0.23], [-0.76, 0.08, -0.36], [0.45, 0.64, -0.54]], "lowdin_charge": [-0.12, -0.62, 0.09, 0.02, -0.03, -0.02, -0.33, -0.03, 0.10, -0.08, -0.03, 0.04]}

# 6
{"formula": "C3H7OS", "method": "ωB97M-V/def2-TZVPD", "orbital_gap_ha": 0.2294, "energy_ha": -591.8825, "multiplicity": 1, "total_charge": -1, "relative_energy_ev": 2.334, "species": ["H", "C", "H", "S", "O", "H", "H", "H", "C", "H", "H", "C"], "positions_angstrom": [[2.1996, 0.2049, -0.6399], [-1.3182, -0.3512, -0.3996], [3.1306, 0.8597, 0.8084], [2.3189, -1.3107, 1.0693], [-0.5218, 0.6770, -0.8523], [1.2177, 0.9607, 0.6379], [-2.9053, -0.9683, 0.4780], [-3.4114, 0.5069, -0.3289], [-2.6157, -0.1414, -0.0846], [0.4194, 0.3910, -1.0498], [-0.7865, -1.2485, 0.0070], [2.2728, 0.4200, 0.3545]], "forces_ev_per_angstrom": [[0.78, 0.28, -2.99], [0.22, 1.62, 1.20], [0.47, 1.02, -0.54], [-0.36, 0.08, -0.01], [0.76, -1.09, -1.12], [2.87, -0.90, -0.24], [-1.09, -1.40, 0.82], [0.04, 1.29, -0.44], [1.85, -1.47, -0.57], [-1.76, 0.13, 0.63], [-0.30, 0.86, -0.59], [-3.47, -0.42, 3.85]], "lowdin_charge": [-0.09, -0.26, -0.04, -0.07, -0.08, 0.05, 0.01, 0.03, -0.01, 0.07, 0.10, -0.69]}

# 7
{"formula": "C3H7OS", "method": "ωB97M-V/def2-TZVPD", "orbital_gap_ha": 0.2080, "energy_ha": -591.8889, "multiplicity": 1, "total_charge": -1, "relative_energy_ev": 2.160, "species": ["H", "O", "H", "C", "H", "H", "S", "H", "H", "H", "C", "C"], "positions_angstrom": [[0.1667, -0.0786, -1.4869], [1.0740, -1.6408, 0.9468], [-0.5323, -1.4614, -0.8083], [-0.5184, -0.3921, -0.8049], [-2.3271, 1.2534, -0.6591], [2.1319, -0.0737, 0.1290], [-2.1939, 0.2054, -1.4853], [1.5688, 0.1574, 1.8415], [0.2379, 1.4256, 0.0392], [-0.7556, 0.4423, 1.1461], [1.2131, -0.2745, 0.8242], [-0.0652, 0.4369, 0.3178]], "forces_ev_per_angstrom": [[1.81, 0.32, -2.89], [-0.24, 1.14, -0.10], [-0.05, -0.37, 1.00], [-2.63, 0.94, -0.71], [0.02, -0.08, -0.06], [-1.12, 0.44, 0.31], [0.51, -0.27, 0.24], [-0.60, 0.23, -1.00], [-0.32, 0.83, -0.45], [-0.42, 0.17, 0.38], [2.03, -2.03, 1.09], [1.02, -1.33, 2.19]], "lowdin_charge": [0.02, -0.40, 0.06, -0.53, -0.19, 0.08, 0.58, 0.08, 0.09, 0.09, -0.54, -0.33]}

# 8
{"formula": "C3H7OS2", "method": "ωB97M-V/def2-TZVPD", "orbital_gap_ha": 0.1919, "energy_ha": -990.0827, "multiplicity": 1, "total_charge": -1, "relative_energy_ev": 1.287, "species": ["S", "H", "H", "C", "H", "H", "S", "H", "H", "C", "C", "O", "H"], "positions_angstrom": [[3.3678, -1.6984, 0.1730], [-2.5391, 0.5928, -0.8207], [-1.2570, -1.1924, -0.2460], [0.6035, -0.1528, -0.0856], [0.6891, -0.2461, -1.1932], [1.1210, 0.7699, 0.1477], [1.4210, -1.3813, 0.9997], [3.6245, -0.5190, -0.3339], [-2.3975, 1.2811, 0.6829], [-0.8906, -0.2717, 0.1923], [-1.7027, 1.0210, -0.1752], [-1.1049, 2.1102, -0.6449], [-0.9350, -0.3132, 1.3040]], "forces_ev_per_angstrom": [[-0.74, -0.95, 0.35], [0.37, 0.05, -0.60], [-0.18, -0.10, -0.04], [0.17, -0.12, -1.55], [0.63, -0.59, 0.73], [-0.73, 0.46, 0.19], [0.50, -0.11, -0.71], [0.04, 1.00, -0.10], [0.64, -0.35, 0.50], [1.10, 1.24, 2.19], [-2.20, 0.44, -0.45], [0.79, -0.48, -0.14], [-0.38, -0.50, -0.37]], "lowdin_charge": [0.23, 0.06, 0.08, -0.59, 0.09, 0.05, 0.39, -0.25, 0.07, -0.30, -0.58, -0.34, 0.07]}

# 9
{"formula": "C3H7PS", "method": "ωB97M-V/def2-TZVPD", "orbital_gap_ha": 0.3680, "energy_ha": -857.9865, "multiplicity": 1, "total_charge": 0, "relative_energy_ev": 0.966, "species": ["H", "P", "C", "H", "C", "C", "H", "H", "H", "H", "S", "H"], "positions_angstrom": [[0.3045, 2.1318, -0.6878], [-0.2511, -1.5896, -0.0551], [-0.2253, 1.2910, 1.0737], [-1.2821, -2.1412, -0.8601], [0.0821, 1.1960, -0.2339], [0.4833, -0.0924, -1.0018], [-0.2836, 0.4753, 1.7774], [1.6162, -0.2351, -0.9019], [0.2787, 0.0370, -2.0184], [-1.2363, -0.7993, 0.4937], [0.9449, -2.5640, 1.0593], [-0.4313, 2.2904, 1.3550]], "forces_ev_per_angstrom": [[-0.24, 0.53, -0.90], [-0.82, 2.04, -1.63], [0.26, -0.26, -1.87], [0.85, -0.68, -0.44], [0.83, -1.63, 1.38], [1.40, -0.14, 2.91], [-0.16, 0.05, 0.06], [-1.47, 0.18, -0.15], [-0.60, -0.29, -1.61], [-0.31, 0.08, 1.01], [0.35, -0.59, 0.29], [-0.07, 0.69, 0.95]], "lowdin_charge": [0.08, 0.25, -0.03, -0.03, -0.23, -0.34, 0.04, 0.10, 0.04, -0.06, 0.13, 0.04]}

# 10
{"formula": "C3H7S", "method": "ωB97M-V/def2-TZVPD", "orbital_gap_ha": 0.1930, "energy_ha": -516.6692, "multiplicity": 1, "total_charge": -1, "relative_energy_ev": 1.176, "species": ["S", "H", "H", "H", "H", "C", "C", "H", "H", "C", "H"], "positions_angstrom": [[-5.7266, 2.1406, 0.5801], [1.7943, -2.4895, -0.5064], [0.3204, -1.6404, -0.5973], [0.0234, 0.6776, -0.7071], [1.2253, -1.8608, 1.0234], [1.8263, -0.2568, -0.3384], [1.2677, -1.6769, -0.0582], [-6.2037, 2.8099, 1.6557], [1.5295, 1.8037, -0.4830], [1.0531, 0.8405, -0.4409], [2.8904, -0.3479, -0.1279]], "forces_ev_per_angstrom": [[-0.08, 0.12, 0.19], [0.88, -0.36, -0.37], [-0.60, -0.57, 0.79], [-0.41, 0.42, 0.37], [-0.41, 0.14, -0.34], [-0.24, -1.33, 1.65], [-0.85, 1.81, -1.00], [0.09, -0.12, -0.20], [-0.26, 0.35, -0.04], [1.70, -1.73, -0.77], [0.18, 1.29, -0.27]], "lowdin_charge": [-0.48, 0.04, 0.06, 0.06, 0.08, -0.23, -0.12, -0.52, 0.04, 0.00, 0.07]}

| no. | LUMO energy (eV) |
| --- | --- |
| 1 | 3.95 |
| 2 | 4.28 |
| 3 | 3.93 |
| 4 | 2.01 |
| 5 | 4.10 |
| 6 | 3.89 |
| 7 | 3.36 |
| 8 | 2.84 |
| 9 | 0.96 |
| 10 | 2.99 |